The following is a quantum chemistry calculation of a cluster of 4 separate species, C11H29NO4 in total at a distorted geometry, from the OMol25 dataset.

Last columns: bonded neighbours and bond lengths (Å).
Positions of all 45 atoms, in Å:
1 C -2.27254 -13.61384 -10.95680  C3 1.576, H21 1.090, H40 1.090, C41 1.563
2 O 0.85066 -11.57014 -8.89877  N9 1.352, H36 0.960
3 C -1.80446 -14.17294 -9.55951  C1 1.576, C8 1.608, H16 1.090, H45 1.090
4 H 3.80271 -11.40516 -8.96016  C13 1.090
5 C -0.50622 -13.65636 -7.42124  C8 1.550, H10 1.090, H20 1.090, H27 1.090
6 H 0.81345 -11.49684 -12.90013  C28 1.090
7 C -2.30627 -12.13569 -8.16767  C8 1.596, H11 1.090, H37 1.090, H42 1.090
8 C -1.08752 -13.01367 -8.70620  C3 1.608, C5 1.550, C7 1.596, N9 1.485
9 N -0.07915 -12.31187 -9.54110  O2 1.352, C8 1.485, C24 1.522
10 H 0.34105 -14.28812 -7.68791  C5 1.090
11 H -1.93959 -11.14291 -7.90686  C7 1.090
12 H -1.41167 -10.24375 -12.03840  C30 1.090
13 C 3.81949 -11.57136 -7.88304  H4 1.090, O14 1.370, H18 1.090, H23 1.090
14 O 3.82762 -12.87200 -7.45333  C13 1.370, H33 0.960
15 H 1.43372 -10.69691 -11.46917  C28 1.090
16 H -1.05103 -14.94901 -9.69426  C3 1.090
17 H -2.32016 -10.79900 -10.64262  C30 1.090
18 H 4.80296 -11.24659 -7.54331  C13 1.090
19 H 1.91236 -11.90378 -5.73742  O31 0.960
20 H -1.17559 -14.14543 -6.71352  C5 1.090
21 H -3.18252 -13.01578 -10.90823  C1 1.090
22 O 0.57690 -9.45707 -7.15744  H29 0.957, H39 0.957
23 H 2.97778 -10.99717 -7.49582  C13 1.090
24 C -0.35732 -11.83454 -10.95975  N9 1.522, C28 1.532, C30 1.537, C41 1.542
25 H -0.30257 -13.71109 -11.94924  C41 1.090
26 H 1.52846 -12.43646 -11.63487  C28 1.090
27 H -0.05932 -12.83860 -6.85587  C5 1.090
28 C 0.88687 -11.57396 -11.81534  H6 1.090, H15 1.090, C24 1.532, H26 1.090
29 H 0.99163 -10.13382 -6.62242  O22 0.957
30 C -1.31304 -10.63273 -11.02496  H12 1.090, H17 1.090, C24 1.537, H34 1.090
31 O 1.26745 -11.63337 -5.07973  H19 0.960, C44 1.480
32 H -1.25411 -12.61043 -12.73257  C41 1.090
33 H 3.92329 -13.51498 -8.15974  O14 0.960
34 H -0.97145 -9.72332 -10.53059  C30 1.090
35 H 1.89114 -12.68325 -3.30082  C44 1.090
36 H 0.39653 -11.17788 -8.14945  O2 0.960
37 H -3.10518 -11.98692 -8.89411  C7 1.090
38 H 0.90120 -13.59103 -4.41026  C44 1.090
39 H 1.30524 -8.92639 -7.48014  O22 0.957
40 H -2.51940 -14.53372 -11.48687  C1 1.090
41 C -1.06953 -12.97107 -11.72067  C1 1.563, C24 1.542, H25 1.090, H32 1.090
42 H -2.77303 -12.60256 -7.30033  C7 1.090
43 H 0.10463 -12.40580 -3.46143  C44 1.090
44 C 1.04326 -12.59939 -3.98065  O31 1.480, H35 1.090, H38 1.090, H43 1.090
45 H -2.48453 -14.66077 -8.86122  C3 1.090

Results
Frontier orbital gap (alpha / beta) in eV: 11.1 / 7.0
Net charge: +1
LUMO (alpha / beta) in eV: -2.25 / -6.28
2S+1: 2
Largest force on an atom in eV/Å: 3.7

Atom charges from the natural (NBO) analysis, given in e for atoms 1 to 6: -0.4273 -0.4465 -0.3882 0.1708 -0.6284 0.2581